# C33H70BrF2N2O5P2S2

A cluster of 3 separate species, C33H70BrF2N2O5P2S2 in total (ωB97M-V with the def2-TZVPD basis set, the Open Molecules 2025 dataset).

Geometry as ORCA input:
```
! RIJCOSX wB97M-V def2-TZVPD def2/J DEFGRID3
* xyz -1 1
C -7.91 0.33 -0.84
C -6.54 0.77 -1.47
C -5.60 -0.47 -1.78
C -4.32 -0.04 -2.60
C -2.95 -0.33 -1.82
C -2.07 -1.38 -2.56
P -1.47 -2.93 -1.64
C -3.13 -3.75 -2.24
C -3.10 -4.47 -3.59
N -3.85 -4.03 -4.56
C -0.16 -1.90 -0.68
C 1.00 -2.69 0.02
C 2.27 -1.75 0.24
C 3.19 -2.33 1.37
N 3.04 -1.78 2.74
C 4.26 -1.16 3.30
C 4.83 -2.16 4.38
C 5.77 -1.33 5.36
C 4.88 -0.89 6.59
C 1.84 -1.03 2.98
S 0.48 -1.79 3.54
S 1.69 0.78 2.71
C 3.14 1.36 1.73
C 2.77 2.44 0.65
C 3.06 3.88 1.25
C -0.41 -3.31 -3.22
F -0.03 -4.69 -3.32
C 0.99 -2.59 -3.31
C 1.52 -2.86 -4.79
O -0.92 -4.51 -1.10
C -1.39 -4.98 0.12
F -2.23 -6.08 0.12
C -2.18 -3.76 0.82
P -3.94 -4.10 1.41
O -3.92 -4.91 2.90
Br -4.86 -2.05 1.90
O -2.42 -2.74 -0.14
H -8.68 0.32 -1.65
H -8.26 1.05 -0.05
H -7.83 -0.70 -0.44
H -6.72 1.31 -2.43
H -6.01 1.49 -0.80
H -5.37 -1.03 -0.85
H -6.22 -1.15 -2.42
H -4.36 -0.52 -3.60
H -4.40 1.07 -2.79
H -2.41 0.66 -1.86
H -3.23 -0.48 -0.76
H -1.15 -0.85 -2.95
H -2.59 -1.71 -3.50
H -3.55 -4.47 -1.49
H -3.92 -2.96 -2.31
H -2.47 -5.36 -3.85
H -3.71 -4.62 -5.38
H -0.71 -1.43 0.18
H 0.19 -0.99 -1.24
H 1.39 -3.56 -0.56
H 0.63 -3.06 1.01
H 2.85 -1.85 -0.72
H 2.00 -0.68 0.32
H 4.25 -2.24 1.02
H 3.00 -3.43 1.42
H 5.04 -0.93 2.54
H 3.97 -0.24 3.88
H 4.01 -2.62 4.98
H 5.41 -3.00 3.92
H 6.64 -1.94 5.71
H 6.14 -0.45 4.78
H 5.52 -0.45 7.40
H 4.09 -0.16 6.28
H 4.35 -1.79 6.97
H 3.88 1.78 2.48
H 3.68 0.50 1.27
H 3.40 2.33 -0.25
H 1.70 2.37 0.38
H 2.85 4.60 0.42
H 4.13 3.95 1.58
H 2.40 4.12 2.11
H -0.91 -2.97 -4.16
H 0.93 -1.48 -3.24
H 1.77 -3.02 -2.65
H 1.59 -3.96 -5.00
H 0.85 -2.34 -5.52
H 2.57 -2.48 -4.87
H -0.46 -5.03 0.75
H -1.66 -3.24 1.66
H -4.84 -4.91 3.18
C -5.31 2.41 3.42
C -4.89 2.74 2.00
O -5.44 3.96 1.52
C -5.10 5.13 2.25
C -3.61 5.41 2.30
H -6.40 2.36 3.50
H -4.89 1.44 3.72
H -4.96 3.16 4.14
H -5.24 1.96 1.33
H -3.79 2.76 1.91
H -5.52 5.08 3.26
H -5.60 5.96 1.74
H -3.06 4.61 2.80
H -3.41 6.34 2.83
H -3.20 5.49 1.29
C 5.93 6.49 -3.38
C 5.99 5.81 -2.02
O 5.07 4.75 -1.87
C 5.20 3.67 -2.78
C 6.55 2.97 -2.71
H 4.92 6.86 -3.57
H 6.63 7.32 -3.42
H 6.17 5.80 -4.19
H 5.75 6.54 -1.25
H 7.01 5.46 -1.81
H 4.98 4.00 -3.80
H 4.42 2.95 -2.51
H 7.37 3.64 -2.98
H 6.57 2.12 -3.40
H 6.74 2.61 -1.70
*
```

Summary:
LUMO energy in Eh: 0.0695
Molar mass in Da: 818.91
Orbital gap in eV: 6.76

Atomic partial charges in e from the Mulliken method, atoms 1 to 2: -1.189, -0.313